1.
Molecular formula: C9H40AsF6N18O11
Method: DFT, wB97M-V/def2-TZVPD

Total charge: -1
Highest occupied orbital energy, Ha: -0.2647
Spin multiplicity: 1
LUMO energy, eV: 1.9
HOMO-LUMO gap, hartree: 0.3329
Energy relative to the best compared isomer or geometry (same formula, charge and spin), kcal/mol: 0.0

Structure (XYZ):
```
85
C9H40AsF6N18O11 | the OMol25 dataset | wB97M-V/def2-TZVPD
As -0.0847 -0.1931 0.4557
F -1.1632 -0.5446 1.8095
F -1.5354 -0.4456 -0.5575
F 0.9329 0.0050 -0.9769
F 1.2421 0.0631 1.5495
F 0.3196 -1.9030 0.3162
F -0.4632 1.5369 0.4072
C 0.5639 -4.7209 -2.1084
O 1.0642 -5.1707 -1.0777
N -0.0264 -3.4942 -2.1001
N 0.6614 -5.2890 -3.3365
H -0.3698 -3.0968 -2.9702
H -0.0082 -2.9786 -1.2360
H 0.3599 -4.8576 -4.1924
H 0.8835 -6.2607 -3.4537
C -1.7804 -1.2716 -4.6976
O -1.1071 -2.2131 -4.3034
N -2.2472 -1.1046 -5.9691
N -1.8445 -0.0790 -4.0152
H -2.2256 -1.9515 -6.5154
H -2.7860 -0.2884 -6.1752
H -1.2193 0.0736 -3.2392
H -2.5476 0.6387 -4.0464
C -2.4972 1.0425 4.9621
O -3.5916 0.7003 4.4890
N -1.3560 0.9596 4.2552
N -2.4589 1.6922 6.1447
H -1.3275 0.4734 3.3741
H -0.5680 1.4556 4.6338
H -1.6957 1.7315 6.7947
H -3.3913 1.8443 6.4927
C 0.4199 -4.1987 3.8531
O 0.7188 -5.2528 4.4101
N 1.0962 -3.7730 2.7411
N -0.5870 -3.3790 4.2178
H 1.7476 -4.4393 2.3664
H 0.7657 -3.0157 2.1719
H -1.3047 -3.7992 4.7832
H -0.8389 -2.6008 3.6344
C -4.1103 2.0001 -1.6938
O -4.8049 3.0152 -1.8051
N -4.5447 0.8287 -1.1639
N -2.7650 2.0189 -1.8723
H -3.9496 0.0313 -1.0293
H -5.5240 0.7666 -0.9476
H -2.2594 1.1632 -1.7281
H -2.3106 2.8564 -2.2119
C 4.7249 -0.9089 4.0026
O 4.9932 -0.3136 5.0500
N 4.0660 -0.3765 2.9621
N 5.0753 -2.2194 3.8506
H 3.6863 -0.9334 2.2187
H 3.5870 0.5075 3.0857
H 5.4263 -2.5899 4.7166
H 4.7353 -2.7326 3.0617
C 0.3925 4.2367 -2.3264
O -0.8250 4.1534 -2.1422
N 1.2582 3.5151 -1.5783
N 0.9180 5.0979 -3.2470
H 2.2465 3.6803 -1.6043
H 0.7631 2.9526 -0.9022
H 1.8313 5.3951 -2.9331
H 0.3564 5.8022 -3.6869
C -3.6157 3.7924 2.1028
O -3.7257 4.1822 3.2724
N -2.9112 2.6790 1.7649
N -4.3720 4.3275 1.1115
H -2.7483 2.4014 0.8123
H -2.1941 2.4904 2.4481
H -4.3820 3.7531 0.2843
H -5.1491 4.8646 1.4501
C 3.5946 -0.9868 -4.0037
O 4.0006 -0.5137 -5.0764
N 4.3497 -1.7585 -3.2358
N 2.3093 -0.8129 -3.6147
H 4.0286 -2.4817 -2.6172
H 5.3173 -1.8219 -3.5013
H 1.7728 -0.2871 -4.2794
H 1.9450 -1.3162 -2.8263
O 2.6946 2.1679 2.7557
H 1.8886 1.9110 2.2962
H 2.6485 3.1268 2.8139
O 3.6105 0.3491 -1.0222
H 3.5164 -0.5755 -0.7819
H 2.7043 0.6670 -1.1203
```



2.
Molecular formula: C29H72N4O10Zn
Method: DFT, wB97M-V/def2-TZVPD

Total charge: -1
Highest occupied orbital energy (spin up / spin down), Ha: -0.0292 / -0.1611
Spin multiplicity: 2
LUMO energy (spin up / spin down), eV: 2.2 / 2.2
HOMO-LUMO gap (spin up / spin down), hartree: 0.1084 / 0.2403

Structure (XYZ):
```
116
C29H72N4O10Zn | the OMol25 dataset | wB97M-V/def2-TZVPD
Zn -1.5173 -3.4495 1.8459
C 0.6481 -5.2886 -0.0591
C 0.4931 -5.8990 1.3848
O -0.4492 -5.1573 2.1157
H 1.3337 -5.9256 -0.6179
H 0.9887 -4.2557 0.0134
H -0.2162 -5.3460 -0.7207
H 1.4721 -5.9306 1.8630
H 0.1983 -6.9465 1.3223
C -2.0446 -1.4104 -1.8088
C -1.0756 -1.1174 -0.6500
C -1.3911 0.2571 -0.0547
O -1.1367 -2.1921 0.2784
H -1.9819 -0.6511 -2.5883
H -3.0551 -1.4809 -1.4063
H -1.8278 -2.3843 -2.2478
H -0.0607 -1.0132 -1.0338
H -2.3124 0.3518 0.5201
H -1.4055 1.0486 -0.8040
H -0.6843 0.5963 0.7026
C 0.2954 -7.5114 -6.3285
O 0.9332 -6.4242 -5.5370
C 0.0897 -5.3509 -5.2950
C 0.4236 -4.5119 -4.0135
N 1.4825 -3.4563 -4.0980
C 1.3309 -2.3896 -3.0070
C 2.7671 -1.7553 -2.8148
O 2.9502 -0.7007 -3.7631
C 4.2842 -0.1173 -3.7943
H -0.4568 -7.9884 -5.7004
H 0.9322 -8.3930 -6.2551
H -0.0537 -7.2118 -7.3167
H -0.9305 -5.6711 -5.0838
H -0.1011 -4.7208 -6.1637
H 0.7160 -5.1605 -3.1877
H -0.5197 -4.1609 -3.5952
H 1.4943 -3.0752 -5.0333
H 0.9354 -2.8329 -2.0931
H 0.6467 -1.5953 -3.3050
H 3.6404 -2.4040 -2.7462
H 2.6380 -1.2214 -1.8734
H 4.9605 -0.6256 -4.4815
H 4.5971 -0.1119 -2.7502
H 4.0634 0.8882 -4.1527
C 0.7698 2.9756 2.1934
O 1.6365 2.0315 2.7334
C 2.8260 2.0116 2.0213
C 3.8673 1.3229 2.9232
N 5.2460 1.0829 2.4094
C 5.9093 2.2928 1.9103
C 6.2094 3.3381 3.0182
O 6.8260 4.5807 2.7473
C 8.1138 4.5343 2.1248
H 0.9109 3.9801 2.5922
H -0.2251 2.6644 2.5120
H 0.6551 2.9103 1.1114
H 3.1746 3.0435 1.9786
H 3.0217 1.7243 0.9882
H 3.3839 0.4223 3.3018
H 3.9245 1.8578 3.8712
H 5.4438 0.2181 1.9268
H 5.3608 2.7530 1.0885
H 6.8402 2.0243 1.4110
H 6.8138 2.9296 3.8281
H 5.1899 3.5714 3.3251
H 8.0353 3.6989 1.4291
H 8.7877 4.2159 2.9202
H 8.3398 5.5247 1.7296
C -5.9282 -4.4823 -1.7183
O -4.7735 -4.5681 -0.9345
C -4.7441 -5.4970 0.1342
C -3.6235 -5.2384 1.1116
N -3.4780 -3.7987 1.2710
C -4.3757 -3.4929 2.3124
C -4.9680 -2.0410 2.1948
O -5.9440 -1.9657 1.2283
C -6.4744 -0.7385 0.8659
H -6.6538 -3.9046 -1.1456
H -6.3682 -5.4343 -2.0154
H -5.6155 -3.8377 -2.5398
H -4.4003 -6.4399 -0.2911
H -5.6738 -5.7181 0.6585
H -2.7027 -5.5739 0.6346
H -3.7864 -5.8524 1.9974
H -3.8178 -3.5384 0.3562
H -4.1579 -3.7599 3.3465
H -5.2820 -4.0869 2.1943
H -4.1858 -1.2852 2.1236
H -5.2858 -1.8573 3.2211
H -5.6183 -0.1885 0.4753
H -7.0121 -0.2180 1.6583
H -7.2257 -0.8869 0.0902
C 2.4180 8.6712 1.1934
O 1.6884 7.7859 2.0819
C 0.5298 8.2664 2.8810
C -0.7643 7.6747 2.3261
N -1.0156 6.3047 2.8152
C -2.2814 5.6834 2.2872
C -2.2699 5.5663 0.7475
O -1.4227 4.4937 0.2883
C -1.2475 4.4542 -1.1423
H 2.9900 9.3902 1.7798
H 1.7018 9.1206 0.5056
H 3.1008 8.2189 0.4742
H 0.4368 9.3520 2.9111
H 0.5928 8.1773 3.9655
H -0.7072 7.6465 1.2380
H -1.6018 8.3576 2.4687
H -0.2267 5.6755 2.7724
H -2.9794 6.4314 2.6632
H -2.3928 4.7539 2.8455
H -1.9456 6.4576 0.2104
H -3.3143 5.4024 0.4822
H -0.5324 3.6989 -1.4684
H -0.8188 5.4260 -1.3870
H -1.9982 4.3831 -1.9293
```



3.
Molecular formula: C16H30FNO4P
Method: DFT, wB97M-V/def2-TZVPD

Total charge: +1
Highest occupied orbital energy, Ha: -0.4547
Spin multiplicity: 1
LUMO energy, eV: -2.5
HOMO-LUMO gap, hartree: 0.3631

Structure (XYZ):
```
53
C16H30FNO4P | the OMol25 dataset | wB97M-V/def2-TZVPD
C -1.7226 5.2618 1.0454
C -2.5694 4.8544 1.7918
C -3.6462 4.2712 2.5944
C -3.4122 2.7806 2.8974
C -3.0529 1.9927 1.6464
C -2.9248 0.4815 1.9359
C -3.5120 -0.4424 0.8596
C -2.4461 -0.6662 -0.2228
P -2.5225 0.7151 -1.4792
C -3.5636 -0.0576 -2.7727
O -0.9956 0.6597 -2.1260
N -1.1640 -0.5615 0.5628
C -0.2547 -1.7348 0.5127
C 1.0949 -1.4494 1.1567
C 2.0175 -0.6026 0.2906
F 1.6629 -2.6957 1.3876
C -1.4477 0.0497 1.9251
H -1.1244 5.8710 0.4096
H -4.5765 4.3922 2.0381
H -3.7092 4.8370 3.5234
H -2.6414 2.7003 3.6672
H -4.3434 2.3957 3.3175
H -3.8444 2.1525 0.9136
H -2.1185 2.3652 1.2317
H -3.3681 0.1983 2.8878
H -4.4811 -0.1266 0.4739
H -3.6769 -1.4256 1.3095
H -2.6160 -1.6715 -0.6078
H -2.9321 -0.4258 -3.5812
H -4.1759 0.7413 -3.1863
H -4.2113 -0.8493 -2.4000
H -0.7461 -0.2209 -2.4434
H -0.6395 0.1749 0.0704
H -0.7232 -2.6098 0.9610
H -0.0850 -1.9666 -0.5389
H 0.9914 -0.9786 2.1361
H 3.0172 -1.0312 0.3026
H 1.6801 -0.5064 -0.7416
H 2.1072 0.4050 0.6984
H -0.7357 0.8634 2.0458
H -1.2133 -0.6626 2.7148
C 6.3104 -0.9983 -4.1821
O 5.4473 -1.4737 -3.1393
C 6.0460 -2.2859 -2.2680
O 7.1965 -2.6268 -2.2926
O 5.1416 -2.6571 -1.3556
C 5.6561 -3.5406 -0.3506
H 5.6965 -0.3577 -4.8075
H 7.1366 -0.4278 -3.7635
H 6.6955 -1.8302 -4.7674
H 6.4591 -3.0620 0.2061
H 6.0170 -4.4631 -0.7998
H 4.8225 -3.7553 0.3123
```



4.
Molecular formula: C2H7N2
Method: DFT, wB97M-V/def2-TZVPD

Total charge: +1
Highest occupied orbital energy, Ha: -0.5638
Spin multiplicity: 1
LUMO energy, eV: -5.2
HOMO-LUMO gap, hartree: 0.3731
Energy relative to the best compared isomer or geometry (same formula, charge and spin), kcal/mol: 50.3

Structure (XYZ):
```
11
C2H7N2 | the OMol25 dataset | wB97M-V/def2-TZVPD
C -2.1380 -0.3577 -0.2380
C 2.3235 0.2645 0.0400
N -1.3778 0.3660 0.4887
N 1.2034 -0.2883 0.0638
H -3.0476 0.1796 -0.7086
H -1.7877 -1.2931 -0.7447
H 2.3263 1.3314 0.1002
H 3.1889 -0.2495 -0.1734
H -1.7049 1.2417 0.8231
H 1.3942 -1.2781 -0.2644
H -0.3803 0.0833 0.6134
```



5.
Molecular formula: C16H14N3O4V
Method: DFT, wB97M-V/def2-TZVPD

Total charge: 0
Highest occupied orbital energy (spin up / spin down), Ha: -0.2886 / -0.3072
Spin multiplicity: 3
LUMO energy (spin up / spin down), eV: 0.0 / -0.2
HOMO-LUMO gap (spin up / spin down), hartree: 0.2900 / 0.2983
Energy relative to the best compared isomer or geometry (same formula, charge and spin), kcal/mol: 0.0

Structure (XYZ):
```
38
C16H14N3O4V | the OMol25 dataset | wB97M-V/def2-TZVPD
V 0.1406 -0.7210 0.0265
O -1.1525 -1.2913 -1.2593
C -1.3077 -1.0222 -2.5274
C -2.3380 -1.6684 -3.2416
C -2.5231 -1.4233 -4.5793
C -1.7005 -0.5328 -5.2862
C -0.6923 0.1046 -4.6109
C -0.4799 -0.1141 -3.2352
C 0.6064 0.5981 -2.6186
N 0.9145 0.5739 -1.3707
C 2.0982 1.3031 -0.8939
C 2.8255 0.4352 0.1331
N 1.8042 0.0105 1.0816
C 1.8781 0.2530 2.3299
C 0.7533 0.1137 3.2327
C 0.9801 0.1771 4.6142
C -0.0685 0.2014 5.5047
C -1.3738 0.2064 5.0048
C -1.6282 0.1713 3.6508
C -0.5685 0.0995 2.7344
O -0.8365 0.0763 1.4411
H -2.9670 -2.3606 -2.6991
H -3.3215 -1.9342 -5.1043
H -1.8592 -0.3578 -6.3408
H -0.0399 0.7960 -5.1329
H 1.2165 1.2080 -3.2894
H 1.7589 2.2191 -0.4043
H 2.7531 1.5703 -1.7266
H 3.6209 0.9981 0.6287
H 3.2475 -0.4453 -0.3528
H 2.8069 0.6487 2.7501
H 2.0025 0.2071 4.9745
H 0.1120 0.2317 6.5701
H -2.2082 0.2429 5.6947
H -2.6373 0.1763 3.2631
O 0.1047 -2.6384 1.0362
N 0.9807 -3.1277 0.3065
O 1.4320 -2.2558 -0.5040
```



6.
Molecular formula: C4H4LiMgO5
Method: DFT, wB97M-V/def2-TZVPD

Total charge: 0
Highest occupied orbital energy (spin up / spin down), Ha: -0.2127 / -0.3286
Spin multiplicity: 2
LUMO energy (spin up / spin down), eV: -0.9 / -0.9
HOMO-LUMO gap (spin up / spin down), hartree: 0.1802 / 0.2946
Energy relative to the best compared isomer or geometry (same formula, charge and spin), kcal/mol: 20.3

Structure (XYZ):
```
15
C4H4LiMgO5 | the OMol25 dataset | wB97M-V/def2-TZVPD
O -0.2202 1.6667 -0.0802
O 0.3024 -0.3540 0.6739
C 0.9866 -1.5297 -0.2320
C 2.5022 -1.4267 -0.1520
O 2.9353 -0.1184 -0.3666
C -0.6559 0.4856 0.1920
H 0.5869 -2.4564 0.1983
H 0.6162 -1.3211 -1.2470
H 2.9193 -2.1170 -0.9105
H 2.8299 -1.8055 0.8372
O -2.3178 -1.2012 0.2463
O -2.9244 0.8388 -0.3791
C -2.0300 0.0163 0.0037
Mg 1.7063 1.2100 0.1554
Li -4.1346 -0.6812 -0.2360
```



7.
Molecular formula: C15H31ClO4P2W
Method: DFT, wB97M-V/def2-TZVPD

Total charge: +2
Highest occupied orbital energy (spin up / spin down), Ha: -0.4962 / -0.5382
Spin multiplicity: 3
LUMO energy (spin up / spin down), eV: -6.4 / -10.0
HOMO-LUMO gap (spin up / spin down), hartree: 0.2618 / 0.1718
Energy relative to the best compared isomer or geometry (same formula, charge and spin), kcal/mol: 0.0

Structure (XYZ):
```
54
C15H31ClO4P2W | the OMol25 dataset | wB97M-V/def2-TZVPD
P -0.2617 -1.6359 -1.7828
P 0.0192 1.7172 -2.0415
C -0.4576 -0.6888 -3.3305
C 0.2991 0.6462 -3.4832
H -1.5289 -0.5706 -3.5472
H -0.0682 -1.3683 -4.1052
H 1.3818 0.4792 -3.6160
H -0.0578 1.1863 -4.3779
C -1.5961 2.4914 -2.4192
H -1.8699 3.1577 -1.5884
H -2.3864 1.7325 -2.5183
H -1.5254 3.0786 -3.3453
C 1.2122 3.0614 -2.1814
H 0.9274 3.7217 -3.0104
H 2.2171 2.6551 -2.3500
H 1.2133 3.6243 -1.2395
C -1.2853 -3.0889 -2.0666
H -1.2556 -3.7504 -1.1923
H -0.8698 -3.6093 -2.9359
H -2.3167 -2.7736 -2.2653
C 1.4309 -2.2301 -1.9296
H 2.1571 -1.4129 -2.0176
H 1.4465 -2.7954 -2.8708
H 1.7139 -2.9063 -1.1146
W -0.1430 -1.5304 2.9332
C 0.7724 2.0195 1.9080
C -0.5559 1.7778 1.8182
C -1.3808 1.2837 0.6763
C -1.7971 -0.1724 0.2658
C -0.6958 -1.1876 -0.0846
C 0.5308 -1.0128 0.8370
C 1.3925 0.0995 0.3685
C 1.8847 1.1274 1.3752
C 1.3214 -2.8768 3.6029
H 1.1294 2.6756 2.7070
H -1.1280 1.9713 2.7292
H -0.9134 1.7324 -0.2334
H -2.3641 1.7865 0.7554
H -2.2949 -0.6473 1.1207
H -2.5515 -0.0794 -0.5535
H -1.0955 -2.1731 0.2201
H 1.1103 -1.9505 0.8606
H 0.7790 0.6500 -0.3739
H 2.2141 -0.3789 -0.1789
H 2.4401 0.6271 2.1848
H 2.6426 1.7595 0.8770
H 2.2477 -2.3259 3.7337
H 1.4571 -3.6724 2.8680
H 0.9708 -3.2746 4.5536
O -1.3316 1.0579 7.4689
Cl -0.4818 1.5175 6.3235
O -0.7757 2.8416 5.6942
O -0.1921 -0.1136 3.9831
O -1.7308 -2.2528 2.8893
```



8.
Molecular formula: C21H28N2O3
Method: DFT, wB97M-V/def2-TZVPD

Total charge: 0
Highest occupied orbital energy, Ha: -0.3149
Spin multiplicity: 1
LUMO energy, eV: 0.6
HOMO-LUMO gap, hartree: 0.3367
SMILES string: Cc1ccc2c(c1)N(CCCC(=O)NCCC1=CCCCC1)C(=O)CO2
Energy relative to the best compared isomer or geometry (same formula, charge and spin), kcal/mol: 31.0

Structure (XYZ):
```
54
C21H28N2O3 | the OMol25 dataset | wB97M-V/def2-TZVPD
C 6.4914 1.1059 1.2151
C 5.2633 0.4574 1.7779
C 5.2297 -0.0146 3.0818
C 4.0740 -0.5690 3.6026
C 2.9398 -0.6790 2.8163
C 2.9716 -0.2580 1.4811
C 4.1271 0.3291 0.9871
H 4.1595 0.6970 -0.0261
N 1.8329 -0.4788 0.6874
C 0.6312 -0.7279 1.2533
O -0.3836 -0.8837 0.5951
C 0.6149 -0.7559 2.7710
O 1.8068 -1.2306 3.3513
H 0.3966 0.2667 3.1254
H -0.1867 -1.4166 3.1069
C 1.8870 -0.4446 -0.7651
H 2.9066 -0.6556 -1.0871
H 1.2417 -1.2489 -1.1291
C 1.3960 0.8982 -1.3146
H 0.4941 1.1999 -0.7781
H 2.1521 1.6648 -1.1254
C 1.1196 0.8364 -2.8119
C -0.0448 -0.0275 -3.3004
O -0.1829 -0.2259 -4.4934
N -0.8863 -0.5201 -2.3756
H -0.7449 -0.3805 -1.3864
C -2.0566 -1.2805 -2.7489
H -2.1627 -2.1251 -2.0638
H -1.8827 -1.6493 -3.7631
C -3.3445 -0.4375 -2.7402
C -3.8760 -0.1721 -1.3589
C -4.9738 -0.7702 -0.9154
C -5.5734 -0.5565 0.4409
C -4.6205 0.1849 1.3737
C -3.9766 1.3461 0.6262
C -3.1065 0.7914 -0.4981
H -2.7151 1.6053 -1.1141
H -2.2573 0.2670 -0.0511
H -3.3696 1.9483 1.3060
H -4.7563 1.9873 0.2091
H -3.8360 -0.4959 1.7104
H -5.1603 0.5426 2.2532
H -5.8507 -1.5219 0.8732
H -6.5000 0.0176 0.3247
H -5.5168 -1.4504 -1.5592
H -4.0991 -0.9750 -3.3168
H -3.1352 0.5049 -3.2523
H 2.0077 0.4871 -3.3438
H 0.9120 1.8446 -3.1808
H 4.0321 -0.9268 4.6185
H 6.1078 0.0631 3.7043
H 6.3358 2.1798 1.1122
H 7.3463 0.9456 1.8660
H 6.7214 0.7069 0.2291
```